# 1
20
Properties=species:S:1:pos:R:3:forces:R:3 method="wB97M-V/def2-TZVPD" smiles=CCSC.CC total_charge=0 energy_ev=-16244.8108 largest_force_ev_per_a=4.5 lumo_ev=0.9
C -0.178 2.369 1.625 -1.81 -2.85 -1.05
C 0.919 2.327 0.626 0.80 0.51 -2.12
H 0.046 3.077 2.323 -0.03 1.79 2.20
H -1.208 2.479 1.173 1.21 0.48 0.43
H -0.247 1.374 2.066 -0.04 0.12 0.66
H 1.609 3.216 0.714 -0.84 -0.89 -0.58
H 0.378 2.240 -0.320 0.63 0.90 -0.55
H 1.538 1.433 0.512 0.07 -0.07 1.01
C -1.343 -2.110 -0.313 1.60 4.23 0.26
C -0.294 -1.496 0.732 -0.42 -1.42 0.94
C 0.706 -1.263 -2.366 0.83 2.20 0.58
S -0.981 -1.741 -2.191 -1.73 0.59 1.22
H -1.335 -3.110 -0.546 -0.63 -2.50 1.23
H -2.262 -1.545 0.069 0.74 -1.48 -1.45
H -0.901 -1.348 1.646 0.25 -1.14 0.21
H -0.293 -0.422 0.595 1.25 0.31 -1.01
H 0.717 -0.642 -3.290 0.06 0.02 0.81
H 1.181 -0.673 -1.474 -0.94 -1.20 -1.71
H 1.237 -2.126 -2.654 1.20 -0.98 0.24
H 0.713 -2.039 1.074 -2.21 1.39 -1.35

# 2
15
Properties=species:S:1:pos:R:3:forces:R:3 method="wB97M-V/def2-TZVPD" total_charge=0 energy_ev=-9304.1967 largest_force_ev_per_a=0.8 lumo_ev=0.9
C -0.087 0.431 1.669 0.02 -0.06 0.02
C -0.511 -0.522 0.572 0.16 -0.21 0.23
O -1.589 0.052 -0.191 -0.13 0.07 0.00
C -0.776 0.384 -1.256 -0.17 -0.03 -0.34
N -1.154 0.985 -2.297 0.43 -0.32 0.57
C 0.394 -0.529 -0.662 -0.28 -0.03 -0.23
N 1.780 -0.360 -0.463 0.08 0.44 -0.32
H 0.120 1.432 1.263 -0.05 -0.26 0.05
H 0.813 0.056 2.169 -0.17 0.06 0.05
H -0.899 0.518 2.396 0.19 0.03 -0.02
H -0.766 -1.511 0.960 -0.12 0.12 0.01
H -2.158 1.191 -2.196 0.40 0.09 -0.09
H 0.256 -1.436 -1.258 -0.06 -0.06 0.26
H 2.436 -0.942 -0.954 -0.18 0.23 0.09
H 2.142 0.252 0.250 -0.14 -0.07 -0.27

# 3
66
Properties=species:S:1:pos:R:3:forces:R:3 method="wB97M-V/def2-TZVPD" total_charge=+1 energy_ev=-82509.8883 largest_force_ev_per_a=1.4 lumo_ev="-3.5 / -3.0" multiplicity=2 s2=0.7694
Ru 0.572 -0.156 0.544 -0.23 -0.01 -0.75
S 1.515 -0.985 2.568 -0.74 0.45 -0.13
C 2.470 -2.366 2.047 -0.16 -0.05 0.11
C 2.659 -3.421 2.941 0.02 -0.04 0.07
C 3.433 -4.516 2.591 -0.01 0.07 0.03
C 4.053 -4.572 1.348 0.00 0.02 0.01
C 3.894 -3.518 0.465 0.07 0.06 -0.04
C 3.090 -2.437 0.813 0.31 -0.16 -0.18
S 2.871 -1.079 -0.311 -0.74 0.30 0.66
C 2.275 -2.019 -1.745 0.11 -0.04 0.02
C 1.102 -1.404 -2.422 0.00 0.00 -0.13
C 0.829 -1.731 -3.745 -0.01 0.00 -0.04
C -0.335 -1.271 -4.325 -0.02 -0.02 -0.06
C -1.182 -0.465 -3.579 0.05 0.01 -0.08
C -0.812 -0.133 -2.290 -0.02 -0.05 -0.26
C -1.595 0.821 -1.474 -0.25 0.18 0.04
S -1.952 0.124 0.172 1.32 -0.35 0.29
C -2.406 1.643 0.929 -0.45 0.00 0.00
C -3.679 2.166 0.702 -0.02 -0.05 0.00
C -4.024 3.383 1.254 -0.01 0.01 -0.02
C -3.091 4.060 2.038 0.11 -0.03 0.05
C -1.841 3.520 2.277 -0.05 0.10 0.06
C -1.482 2.283 1.729 0.17 0.13 0.06
S 0.069 1.605 2.153 0.71 -0.74 -0.07
N 0.300 -0.610 -1.716 -0.13 0.01 0.58
H 2.188 -3.365 3.915 -0.02 -0.06 -0.05
H 3.557 -5.331 3.294 0.00 0.03 -0.01
H 4.664 -5.421 1.074 -0.01 0.01 0.01
H 4.401 -3.532 -0.494 -0.03 -0.01 0.03
H 2.000 -3.006 -1.372 -0.02 -0.02 -0.02
H 3.094 -2.131 -2.453 0.03 -0.06 0.01
H 1.516 -2.360 -4.296 -0.01 0.01 0.03
H -0.579 -1.530 -5.347 0.00 0.00 0.04
H -2.100 -0.079 -3.999 0.02 0.01 0.03
H -2.531 1.097 -1.954 -0.03 0.01 0.01
H -1.000 1.716 -1.288 -0.05 0.03 -0.06
H -4.391 1.612 0.100 0.03 0.02 0.01
H -5.008 3.799 1.084 0.03 0.00 0.01
H -3.347 5.017 2.475 0.00 -0.03 0.00
H -1.123 4.040 2.902 -0.04 0.02 -0.03
C -2.176 -4.059 1.224 0.02 0.01 -0.04
C -2.260 -4.084 -0.312 -0.02 -0.02 0.02
C -0.906 -3.543 -0.739 0.02 0.00 0.07
O -0.557 -2.585 0.262 -0.03 -0.21 0.07
C -1.017 -3.098 1.531 -0.05 -0.06 -0.14
H -1.963 -5.051 1.619 -0.01 0.01 0.01
H -3.107 -3.716 1.670 -0.01 -0.03 0.00
H -3.054 -3.427 -0.669 0.02 0.00 0.01
H -2.438 -5.083 -0.707 -0.05 0.03 0.00
H -0.931 -3.037 -1.704 0.03 0.02 -0.01
H -0.154 -4.340 -0.772 0.02 -0.01 0.02
H -1.309 -2.244 2.136 0.01 0.05 0.03
H -0.192 -3.607 2.031 0.06 0.00 0.01
N 1.569 1.709 -0.539 -0.17 0.21 -0.19
C 1.351 2.833 -0.434 0.21 0.43 -0.16
C 1.109 4.241 -0.299 -0.02 -0.11 0.08
C 2.048 5.036 0.358 0.05 -0.05 0.04
C 1.800 6.388 0.514 0.01 0.01 -0.01
C 0.623 6.941 0.024 -0.02 -0.01 -0.02
C -0.314 6.145 -0.623 0.02 -0.02 0.01
C -0.073 4.792 -0.789 -0.10 -0.01 -0.06
H 2.954 4.587 0.743 -0.01 0.02 0.00
H 2.526 7.011 1.019 -0.02 -0.01 -0.01
H 0.435 8.000 0.146 0.00 -0.03 0.01
H -1.232 6.576 -0.999 0.02 0.01 0.00
H -0.802 4.168 -1.294 0.04 0.01 0.04

# 4
49
Properties=species:S:1:pos:R:3:forces:R:3 method="wB97M-V/def2-TZVPD" smiles="O=C(NCCc1cccs1)[C@H]1CCC(=O)N(CCc2cccc(F)c2)C1" total_charge=0 energy_ev=-41742.6848 largest_force_ev_per_a=0.7 lumo_ev=0.5
O -2.029 -1.819 0.169 0.08 -0.23 0.34
C -2.174 -1.006 -0.718 0.39 0.36 -0.41
N -3.262 -0.971 -1.519 -0.39 -0.04 -0.35
H -3.357 -0.228 -2.193 0.18 -0.01 0.08
C -4.431 -1.782 -1.269 -0.18 -0.06 0.00
H -4.690 -2.344 -2.171 0.01 -0.04 0.12
H -4.155 -2.480 -0.475 -0.05 0.01 -0.16
C -5.625 -0.922 -0.825 0.22 -0.20 0.01
C -5.264 -0.082 0.353 -0.09 -0.11 0.22
C -5.061 1.263 0.393 -0.15 -0.22 -0.06
C -4.665 1.726 1.669 0.07 0.03 0.21
C -4.566 0.722 2.575 -0.03 -0.27 0.05
S -4.958 -0.806 1.896 -0.01 0.51 -0.29
H -4.287 0.782 3.608 0.06 0.07 0.22
H -4.462 2.758 1.894 0.04 0.17 0.09
H -5.204 1.910 -0.455 -0.04 0.06 -0.20
H -6.457 -1.586 -0.582 -0.08 0.03 -0.12
H -5.934 -0.269 -1.646 -0.07 -0.02 0.03
C -1.145 0.079 -1.023 0.10 -0.15 0.49
C 0.248 -0.418 -0.653 -0.38 -0.30 0.03
N 1.246 0.629 -0.675 0.12 -0.18 -0.18
C 1.002 1.951 -0.512 -0.36 0.21 -0.12
O 1.904 2.763 -0.422 0.23 0.30 0.13
C -0.449 2.402 -0.518 -0.01 0.00 0.14
C -1.449 1.312 -0.171 0.02 0.12 -0.27
H -1.368 1.041 0.884 -0.07 -0.05 0.04
H -2.468 1.664 -0.345 0.04 -0.04 0.08
H -0.529 3.245 0.170 0.09 -0.02 -0.08
H -0.647 2.790 -1.523 0.03 0.02 0.02
C 2.626 0.191 -0.659 0.23 0.16 0.14
H 3.234 1.019 -1.030 -0.03 -0.19 -0.01
H 2.734 -0.665 -1.332 -0.01 0.04 0.01
C 3.104 -0.186 0.753 -0.05 0.08 -0.28
C 4.552 -0.574 0.716 0.04 -0.11 0.10
C 5.531 0.411 0.704 0.20 -0.01 -0.01
C 6.860 0.040 0.632 -0.06 -0.09 -0.02
C 7.252 -1.285 0.567 0.09 0.18 0.00
C 6.271 -2.260 0.575 0.00 0.02 -0.02
C 4.934 -1.908 0.646 -0.06 -0.02 0.00
H 4.178 -2.679 0.655 -0.10 -0.08 0.01
H 6.552 -3.301 0.526 0.03 -0.09 0.00
H 8.300 -1.534 0.513 0.11 0.01 0.00
F 7.808 1.002 0.625 -0.08 -0.08 0.01
H 5.267 1.456 0.753 -0.01 0.16 0.01
H 2.964 0.683 1.399 -0.06 -0.02 0.03
H 2.503 -1.012 1.136 -0.01 0.02 0.07
H 0.560 -1.200 -1.354 0.00 0.04 0.09
H 0.188 -0.872 0.345 -0.01 -0.02 -0.18
H -1.182 0.348 -2.084 -0.01 0.00 0.00

# 5
21
Properties=species:S:1:pos:R:3:forces:R:3 method="wB97M-V/def2-TZVPD" total_charge=+2 energy_ev=-30220.5388 largest_force_ev_per_a=7.3 lumo_ev="-9.1 / -12.8" multiplicity=4 s2=3.7776
Cl 0.961 -1.353 -2.146 0.90 -0.15 -0.38
C 0.089 -0.899 1.748 -0.14 0.28 -0.01
C -0.828 0.208 1.742 0.67 0.07 0.53
C -0.257 1.248 0.947 0.16 0.02 -0.11
H -1.724 0.297 2.348 -0.02 -0.15 -0.27
C 1.014 0.804 0.435 0.59 -0.55 1.14
C 1.222 -0.537 0.937 0.49 1.15 0.29
H 2.145 -1.092 0.816 -0.22 -0.13 -0.11
H -0.022 -1.808 2.327 -0.02 0.03 -0.08
H -0.620 2.269 0.847 -0.19 -0.29 -0.15
C 1.985 1.626 -0.338 -0.13 -0.04 -0.61
Re -0.620 -0.622 -0.382 -0.24 0.04 1.40
C -0.873 0.521 -1.996 -0.91 4.32 -5.82
O -1.068 1.209 -2.913 0.74 -2.76 3.88
C -0.862 -2.604 -0.648 -0.16 -7.06 -1.13
O -0.922 -3.754 -0.818 0.05 5.13 0.95
H 1.461 2.361 -0.951 0.05 0.11 0.09
H 2.567 0.999 -1.013 0.13 0.02 0.12
H 2.676 2.168 0.318 -0.20 -0.20 0.09
O -3.731 -0.466 -0.752 5.26 -0.60 1.44
C -2.592 -0.575 -0.507 -6.81 0.78 -1.25

# 6
18
Properties=species:S:1:pos:R:3:forces:R:3 method="wB97M-V/def2-TZVPD" total_charge=0 energy_ev=-9803.7875 largest_force_ev_per_a=0.9 lumo_ev=0.8
C -2.135 1.448 -0.043 0.16 -0.01 -0.15
C -0.360 -0.831 0.190 0.36 -0.09 0.56
O -1.022 0.928 -0.697 0.04 -0.01 0.12
N -0.671 -0.973 1.418 0.16 0.20 -0.69
H -1.498 -1.548 1.540 0.06 0.01 -0.07
H -0.685 -1.417 -0.667 -0.08 0.22 0.05
H -3.059 1.301 -0.625 0.07 0.02 0.03
H -2.030 2.527 0.137 -0.05 -0.06 0.03
H -2.285 0.971 0.943 0.02 0.01 0.01
C 1.651 -0.534 -1.283 -0.07 0.00 0.25
N 0.950 -0.102 -0.061 -0.30 0.88 0.04
N 1.825 0.020 1.069 -0.12 -0.33 -0.12
H 0.446 0.880 -0.268 -0.26 -0.86 0.00
H 2.247 -0.898 1.208 -0.01 0.02 -0.02
H 1.188 0.122 1.865 0.05 0.04 -0.13
H 1.984 -1.567 -1.169 0.00 0.01 -0.03
H 2.505 0.119 -1.447 -0.06 -0.03 0.06
H 0.951 -0.445 -2.111 0.01 -0.03 0.05

# 7
73
Properties=species:S:1:pos:R:3:forces:R:3 method="wB97M-V/def2-TZVPD" total_charge=-2 energy_ev=-86120.2822 largest_force_ev_per_a=0.4 lumo_ev=4.0
Cs -0.018 1.364 -1.047 0.13 -0.36 0.20
C -1.226 -3.309 1.893 0.02 0.03 0.03
C 0.161 -3.335 1.989 0.00 0.02 0.00
C 0.872 -2.160 2.187 -0.01 -0.04 0.00
C 0.204 -0.942 2.294 -0.01 0.03 0.00
C -1.184 -0.923 2.169 0.00 -0.03 0.00
C -1.898 -2.099 1.978 0.00 -0.02 0.00
P 1.061 0.660 2.548 -0.03 0.09 0.12
C 1.125 0.725 4.395 -0.03 -0.04 0.02
C 1.592 1.913 4.963 0.03 0.02 0.03
C 1.706 2.063 6.337 0.00 0.02 -0.01
C 1.332 1.027 7.184 0.00 -0.02 -0.06
C 0.851 -0.154 6.636 -0.01 -0.02 0.03
C 0.752 -0.305 5.258 0.00 0.01 0.00
C 2.773 0.260 2.090 -0.03 0.00 -0.19
C 3.830 0.049 2.977 -0.08 0.03 -0.03
C 5.083 -0.267 2.467 0.00 0.00 0.03
C 5.233 -0.390 1.090 0.05 -0.01 0.02
C 4.146 -0.194 0.242 -0.12 0.01 -0.04
C 2.853 0.163 0.681 0.24 -0.03 0.09
H -1.779 -4.221 1.703 0.00 0.00 0.00
H 0.692 -4.275 1.885 0.00 0.00 0.00
H 1.955 -2.175 2.230 -0.01 -0.01 0.01
H -1.715 0.022 2.181 0.01 0.00 0.01
H -2.971 -2.057 1.836 0.01 -0.01 0.01
H 1.873 2.731 4.308 0.00 -0.01 0.00
H 2.078 2.994 6.748 0.00 0.00 0.00
H 1.410 1.142 8.259 0.00 0.00 0.01
H 0.551 -0.969 7.285 0.00 0.00 0.00
H 0.378 -1.235 4.846 0.01 0.00 -0.01
H 3.685 0.128 4.051 0.01 0.00 0.01
H 5.926 -0.424 3.133 0.00 0.00 0.00
H 6.209 -0.640 0.678 0.00 0.00 0.00
H 4.330 -0.319 -0.827 -0.01 0.01 0.00
N -1.946 4.707 -4.899 0.05 -0.05 0.16
C -0.729 3.921 -4.432 -0.05 0.06 -0.22
C 0.339 3.923 -5.520 -0.07 -0.05 0.00
P -1.449 2.187 -4.372 -0.03 -0.20 0.05
O -2.306 2.322 -3.021 0.03 -0.07 -0.09
O -2.373 2.251 -5.567 0.00 0.04 -0.03
O -0.373 1.169 -4.270 0.00 0.14 0.03
P -0.223 4.768 -2.871 -0.02 0.22 -0.03
O 0.647 6.045 -3.472 0.04 -0.15 0.09
O 0.731 3.912 -2.118 -0.03 0.25 -0.04
O -1.494 5.349 -2.346 0.04 -0.01 -0.04
H -2.507 3.983 -5.417 -0.01 -0.03 -0.07
H -1.699 5.520 -5.455 0.04 0.01 0.01
H -2.385 5.013 -4.010 -0.01 0.07 -0.04
H -0.027 3.413 -6.414 0.03 0.01 0.00
H 1.204 3.372 -5.153 0.00 -0.02 0.01
H 0.655 4.939 -5.768 -0.02 0.02 0.01
H -2.662 1.477 -2.647 -0.01 0.04 0.03
H 1.574 5.826 -3.316 -0.01 0.04 -0.04
C 1.307 -1.894 -1.731 0.04 0.02 0.01
C -0.014 -2.579 -1.536 -0.12 0.13 0.01
C -0.099 -3.991 -1.570 0.07 -0.10 -0.01
C -1.311 -4.589 -1.420 -0.01 -0.04 -0.01
C -2.468 -3.804 -1.227 0.16 0.40 -0.02
C -3.737 -4.388 -1.035 -0.13 -0.06 0.01
C -4.817 -3.571 -0.834 0.00 -0.04 0.00
C -4.675 -2.176 -0.824 0.20 -0.02 -0.03
C -3.450 -1.536 -1.005 -0.17 -0.07 -0.01
S -3.363 0.189 -0.931 -0.06 0.18 0.08
C -2.299 -2.386 -1.208 -0.09 -0.38 -0.02
N -1.072 -1.822 -1.362 0.03 0.01 -0.01
H 2.117 -2.618 -1.835 -0.01 0.00 -0.03
H 1.560 -1.237 -0.888 -0.02 -0.06 -0.01
H 1.267 -1.279 -2.634 0.02 -0.01 0.00
H 0.804 -4.572 -1.712 -0.01 -0.01 0.00
H -1.412 -5.670 -1.437 0.02 0.00 0.00
H -3.830 -5.469 -1.049 -0.01 0.01 0.00
H -5.804 -3.997 -0.681 0.01 -0.02 0.00
H -5.549 -1.557 -0.666 0.02 0.05 0.00

# 8
11
Properties=species:S:1:pos:R:3:forces:R:3 method="wB97M-V/def2-TZVPD" smiles="C=C(C)N" total_charge=0 energy_ev=-4714.1303 largest_force_ev_per_a=1.1 lumo_ev=1.1
C 1.206 -0.338 -0.343 0.36 0.23 0.99
C -0.207 0.020 0.038 0.55 -0.43 -0.78
C -1.116 0.266 -0.900 -0.53 0.34 -0.43
N -0.460 -0.062 1.403 0.23 -0.06 0.04
H 1.418 -0.276 -1.404 -0.15 0.05 -0.07
H 1.484 -1.321 0.043 -0.24 -0.18 -0.19
H 1.892 0.326 0.203 -0.04 0.12 -0.29
H -2.135 0.584 -0.724 -0.05 -0.11 0.46
H -0.889 0.216 -1.955 0.35 -0.12 0.06
H 0.203 0.412 1.996 0.11 -0.06 -0.03
H -1.397 0.174 1.642 -0.58 0.22 0.23